[1]
Below is a molecular structure, C41H33MnN4O3S5Se at a distorted geometry, with properties calculated with ωB97M-V with the def2-TZVPD basis set.

- Orbital gap (spin up / spin down): 5.92 / 6.85 eV
- Multiplicity: 5
- HOMO energy (spin up / spin down): -0.4664 / -0.4665 Eh
- Electronic energy: -7569.8154 Eh
- LUMO energy (spin up / spin down): -6.78 / -5.85 eV
- Total charge: +2

Positions of all 88 atoms, in Å:
Mn: 0.0550 -0.2044 0.4868
O: 1.9811 -0.2255 0.2083
S: 3.4764 -0.5059 0.4577
C: 4.2439 1.1193 0.5479
C: 3.9344 2.0020 1.7626
C: 2.4545 2.3907 1.9027
C: 1.9985 3.3905 0.8417
S: 0.2415 3.2765 0.4813
O: 0.0054 1.7701 0.2934
C: -0.4591 3.7371 2.0445
C: -1.6172 3.0812 2.4244
C: -2.2268 3.4185 3.6213
C: -1.6924 4.4265 4.4139
C: -0.5554 5.1142 3.9980
C: 0.0668 4.7795 2.8044
C: 3.6709 -1.0225 2.1461
C: 2.6062 -1.6248 2.7900
C: 2.7864 -2.1235 4.0748
C: 4.0288 -2.0345 4.6887
C: 5.0981 -1.4374 4.0234
C: 4.9252 -0.9285 2.7482
H: 3.9182 1.5619 -0.3948
H: 5.3185 0.9186 0.4574
H: 4.5580 2.8964 1.6754
H: 4.2407 1.5012 2.6768
H: 2.2727 2.8110 2.8932
H: 1.8650 1.5007 1.8259
H: 2.4437 3.2129 -0.1406
H: 2.2164 4.4219 1.1236
H: -2.0449 2.3268 1.7776
H: -3.1314 2.9028 3.9281
H: -2.1699 4.6932 5.3490
H: -0.1537 5.9203 4.6007
H: 0.9369 5.3482 2.4798
H: 1.6503 -1.7093 2.3108
H: 1.9482 -2.5976 4.5850
H: 4.1742 -2.4399 5.6840
H: 6.0750 -1.3846 4.4922
H: 5.7687 -0.4733 2.2330
Se: -6.0794 -0.5627 5.0319
N: -5.8454 -0.3768 3.2900
C: -4.5633 -0.3114 3.1252
C: -3.9388 -0.1554 1.8111
C: -4.6720 -0.0171 0.6317
C: -4.0121 0.1398 -0.5620
C: -2.6308 0.1097 -0.5625
N: -1.9365 -0.0311 0.5662
C: -2.5625 -0.1356 1.7483
C: -1.7166 -0.1710 2.9465
N: -0.3920 -0.0278 2.7546
C: 0.3962 -0.0146 3.8189
C: -0.0814 -0.1830 5.1142
C: -1.4320 -0.3335 5.3057
C: -2.2773 -0.3045 4.2005
C: -3.7400 -0.3951 4.3120
N: -4.3585 -0.5291 5.4438
H: -5.7586 -0.0278 0.6792
H: -4.5440 0.2539 -1.4976
H: -2.0721 0.1870 -1.4824
H: 1.4525 0.1356 3.6411
H: 0.6130 -0.1827 5.9438
H: -1.8609 -0.4594 6.2948
O: -0.1584 -1.9238 0.1431
C: 0.0230 -3.3605 -0.0687
C: -0.2097 -4.1698 1.2279
C: -0.0943 -5.5068 1.4134
C: -0.4201 -5.9252 2.7505
C: -0.7818 -4.8908 3.5473
S: -0.7259 -3.4194 2.6787
C: 1.4194 -3.6544 -0.6275
C: 2.5049 -4.2137 -0.0236
C: 3.6543 -4.2855 -0.8804
C: 3.4061 -3.7736 -2.1162
S: 1.7982 -3.2186 -2.2512
C: -1.0187 -3.7862 -1.1072
C: -1.0006 -4.8557 -1.9345
C: -2.2232 -5.0128 -2.6775
C: -3.1332 -4.0586 -2.3867
S: -2.5221 -2.9708 -1.2155
H: 0.2151 -6.1922 0.6250
H: -0.3837 -6.9592 3.0882
H: -1.0815 -4.9024 4.5938
H: 2.4912 -4.5943 0.9921
H: 4.6103 -4.7141 -0.5836
H: 4.0730 -3.7261 -2.9747
H: -0.1465 -5.5249 -2.0288
H: -2.3996 -5.8093 -3.3951
H: -4.1290 -3.9206 -2.7975

[2]
Below is 6 unconnected molecules or ions with the total composition C41H34BrN4O10S at a distorted geometry, with properties calculated with ωB97M-V with the def2-TZVPD basis set.

- Orbital gap: 6.75 eV
- HOMO energy: -0.4251 Eh
- Electronic energy: -5525.7255 Eh
- LUMO energy: -4.82 eV
- Total charge: +1

Positions of all 91 atoms, in Å:
C: -0.7737 0.8221 -2.4088
C: -1.2448 0.0844 -1.0528
C: -1.7049 1.0960 0.1269
N: -1.2063 -1.2312 -0.9404
C: -1.4266 -1.6542 0.4641
N: -2.7596 -1.7484 0.9093
N: -2.9583 -2.1424 2.1490
N: -4.3298 -2.2468 2.4910
C: -4.6396 -3.4939 2.7079
S: -4.6937 -5.1208 3.0177
C: -2.0856 -2.4826 3.2179
C: -0.5470 -2.4348 2.8930
C: -0.2749 -1.9985 1.4388
C: 1.2352 -1.9385 0.9000
C: 2.0471 -0.6293 1.3301
C: 1.7282 -0.0770 2.7942
Br: 1.9317 0.8744 0.0041
H: 0.1716 1.4436 -2.1849
H: -0.6140 0.1008 -3.2724
H: -1.5988 1.5893 -2.6360
H: -2.8060 0.8167 0.3365
H: -1.6930 2.1854 -0.2016
H: -1.0669 0.9719 1.0657
H: -2.4781 -2.8045 4.2476
H: 0.2549 -2.7010 3.6645
H: 1.1849 -2.0745 -0.2356
H: 1.7607 -2.8769 1.3188
H: 3.1618 -0.9271 1.3332
H: 0.7004 0.4286 2.8796
H: 2.5021 0.7486 3.0209
H: 1.8975 -0.8674 3.6194
C: 3.0314 -5.5456 4.0715
C: 3.2909 -6.6907 4.7037
C: 3.1171 -6.8149 6.1670
O: 3.3547 -7.8562 6.7441
C: 2.6432 -5.6213 6.9007
C: 2.3841 -4.4767 6.2674
C: 2.5580 -4.3536 4.8053
O: 2.3187 -3.3054 4.2244
H: 3.1539 -5.4366 3.0010
H: 3.6377 -7.5736 4.1812
H: 2.5208 -5.7298 7.9711
H: 2.0374 -3.5933 6.7894
C: -8.0947 -4.2738 1.4555
C: -7.6098 -3.3689 0.6048
C: -8.4910 -2.6671 -0.3531
O: -8.0485 -1.8433 -1.1302
C: -9.9297 -3.0066 -0.3299
C: -10.4147 -3.9120 0.5212
C: -9.5338 -4.6134 1.4788
O: -9.9742 -5.4374 2.2566
H: -7.4644 -4.7974 2.1627
H: -6.5587 -3.1078 0.5749
H: -10.5603 -2.4829 -1.0373
H: -11.4653 -4.1727 0.5507
C: 2.9553 2.1360 -3.0423
C: 4.1761 1.6671 -3.2994
C: 4.7499 1.7290 -4.6606
O: 5.8629 1.2994 -4.8947
C: 3.9189 2.3320 -5.7245
C: 2.6974 2.8011 -5.4669
C: 2.1238 2.7390 -4.1058
O: 1.0091 3.1690 -3.8687
H: 2.5199 2.0977 -2.0503
H: 4.7987 1.2231 -2.5313
H: 4.3552 2.3698 -6.7148
H: 2.0752 3.2450 -6.2341
C: -4.2377 5.5162 -0.8411
C: -4.2646 4.2639 -1.2985
C: -3.5560 3.8856 -2.5395
O: -3.5817 2.7418 -2.9588
C: -2.8154 4.9475 -3.2528
C: -2.7882 6.2001 -2.7957
C: -3.4967 6.5790 -1.5546
O: -3.4711 7.7196 -1.1359
H: -4.7514 5.8113 0.0653
H: -4.8017 3.4737 -0.7881
H: -2.3017 4.6522 -4.1592
H: -2.2513 6.9899 -3.3062
C: 7.6179 4.3277 -0.9991
C: 7.9799 5.3907 -1.7184
C: 8.3349 5.2643 -3.1484
O: 8.6667 6.2328 -3.8043
C: 8.2716 3.9150 -3.7496
C: 7.9097 2.8520 -3.0301
C: 7.5547 2.9785 -1.6007
O: 7.2215 2.0084 -0.9433
H: 7.3553 4.4018 0.0488
H: 8.0307 6.3856 -1.2937
H: 8.5338 3.8408 -4.7976
H: 7.8588 1.8574 -3.4548

[3]
Below is a molecular structure, C41H34BrN7O2S3Sn, with properties calculated with ωB97M-V with the def2-TZVPD basis set.

- Orbital gap: 6.33 eV
- Energy above the lowest of the compared OMol25 structures with the same formula, charge and spin: 0.180 eV
- HOMO energy: -0.2502 Eh
- Electronic energy: -6099.4650 Eh
- LUMO energy: -0.48 eV

Positions of all 89 atoms, in Å:
Sn: -1.0871 0.8107 -0.0735
C: -0.8332 3.0223 -4.0219
C: 0.5291 3.2893 -4.1712
C: 1.3387 3.2831 -3.0630
C: 0.7955 2.9920 -1.7990
N: -0.5075 2.7087 -1.6706
C: -1.2912 2.7388 -2.7578
N: 1.6483 3.0936 -0.7209
C: 1.3749 2.7450 0.4936
N: 0.3762 1.9753 1.0252
C: 0.4418 2.0400 2.4316
N: -0.3281 1.5491 3.3065
C: -1.4269 0.6580 2.9530
C: -2.3225 0.5464 4.1761
C: -3.6491 0.4381 4.0681
C: -4.2946 0.5063 2.7787
C: -3.5200 0.8242 1.7233
N: -2.1669 1.0141 1.7529
C: 1.6451 2.8296 2.7849
C: 2.2128 3.1193 4.0109
C: 3.4072 3.8295 4.0058
C: 4.0042 4.2330 2.8094
C: 3.4207 3.9394 1.5834
C: 2.2362 3.2261 1.6016
H: -1.5120 3.0262 -4.8628
H: 0.9431 3.5050 -5.1480
H: 2.3926 3.5162 -3.1209
H: -2.3364 2.4942 -2.5915
H: -1.7967 0.5418 5.1212
H: -4.2501 0.3424 4.9649
H: -5.3635 0.4094 2.6697
H: -3.9730 0.9916 0.7530
H: 1.7378 2.7975 4.9284
H: 3.8890 4.0723 4.9444
H: 4.9371 4.7814 2.8418
H: 3.8647 4.2501 0.6466
Br: -1.6885 -7.5475 2.4563
C: -1.6600 -5.6607 2.3225
C: -1.5103 -4.8866 3.4598
C: -1.4758 -3.5085 3.3465
C: -1.5803 -2.8956 2.1054
O: -1.6094 -1.5290 2.0062
C: -1.7748 -3.6670 0.9539
C: -1.9792 -3.1935 -0.4274
N: -1.9553 -1.9991 -0.8490
C: -2.0423 -1.8145 -2.2409
C: -1.2771 -2.5546 -3.1069
C: -1.2922 -2.3166 -4.4978
C: -2.0751 -1.3332 -5.0197
C: -2.8766 -0.5424 -4.1613
C: -3.7058 0.4923 -4.6513
C: -4.4538 1.2234 -3.7797
C: -4.3638 0.9217 -2.4029
N: -3.6103 -0.0240 -1.9068
C: -2.8660 -0.7683 -2.7660
C: -1.8070 -5.0582 1.0919
H: -1.4244 -5.3506 4.4326
H: -1.3679 -2.9055 4.2351
H: -2.1548 -4.0145 -1.1356
H: -0.6264 -3.3222 -2.7098
H: -0.6685 -2.9209 -5.1438
H: -2.0945 -1.1400 -6.0854
H: -3.7336 0.6873 -5.7172
H: -5.1032 2.0201 -4.1167
H: -4.9447 1.4998 -1.6894
H: -1.9585 -5.6673 0.2102
C: 4.0052 -0.3181 1.8581
C: 2.8509 -1.3111 1.9133
S: 1.6323 -1.1018 0.5886
C: 2.0160 -2.4103 -0.5958
C: 2.8650 -2.0484 -1.8194
S: 2.5146 -0.4320 -2.5608
C: 3.9999 0.5176 -2.1322
C: 4.1926 0.9147 -0.6734
S: 4.9883 -0.3780 0.3369
H: 4.6988 -0.5257 2.6751
H: 3.6453 0.7035 1.9966
H: 2.2958 -1.1776 2.8430
H: 3.2166 -2.3380 1.8843
H: 1.0426 -2.7736 -0.9194
H: 2.4911 -3.2247 -0.0455
H: 2.6891 -2.7992 -2.5926
H: 3.9211 -2.0709 -1.5653
H: 3.8885 1.4287 -2.7236
H: 4.8756 -0.0074 -2.5198
H: 3.2338 1.1547 -0.2285
H: 4.8241 1.8036 -0.6298
O: 0.0901 -1.1990 3.4758
C: -0.8335 -0.7714 2.8475

[4]
Below is 3 unconnected molecules or ions with the total composition C41H34ClF2O5SSi at a distorted geometry, with properties calculated with ωB97M-V with the def2-TZVPD basis set.

- Orbital gap: 6.94 eV
- HOMO energy: -0.4075 Eh
- Electronic energy: -3306.1434 Eh
- LUMO energy: -4.15 eV
- Total charge: +1

Positions of all 85 atoms, in Å:
C: 5.1650 4.9075 0.3634
Si: 3.6971 4.5395 -0.8462
C: 4.3126 4.9659 -2.6410
C: 2.1574 5.5905 -0.4007
C: 1.3686 5.1158 0.9196
C: -0.2323 5.0948 0.7583
F: -0.7417 4.3629 1.8974
F: -0.7714 6.4178 0.7904
S: -0.8347 4.1742 -0.7409
C: -2.6883 3.9371 -0.4991
C: -3.0465 2.4877 -1.0767
O: -3.6029 1.6836 -0.3011
Cl: -2.6388 2.0788 -2.8021
C: 3.4149 2.6504 -0.8255
C: 3.5485 1.8736 0.5414
C: 3.3669 0.3366 0.5820
C: 3.0581 -0.4343 -0.7460
C: 2.9053 0.3365 -2.1083
C: 3.0859 1.8852 -2.1670
H: 4.7749 4.9426 1.4395
H: 5.7563 5.8446 0.0812
H: 5.8667 3.9914 0.2603
H: 5.0336 4.1181 -2.9632
H: 4.8439 5.9872 -2.6559
H: 3.4412 4.9193 -3.4034
H: 1.4969 5.6609 -1.3480
H: 2.5345 6.6702 -0.2153
H: 1.5766 5.9191 1.7278
H: 1.7806 4.1339 1.3719
H: -0.6720 5.0414 -1.8346
H: -3.2286 4.7962 -1.0442
H: -2.9035 4.0163 0.6322
H: 3.7991 2.5069 1.4719
H: 3.5051 -0.2010 1.5888
H: 2.9584 -1.5738 -0.6796
H: 2.6825 -0.2885 -3.0516
H: 2.9768 2.4037 -3.1732
C: -6.2370 -2.6885 5.7089
C: -7.0814 -2.1199 6.6602
C: -7.4768 -0.7924 6.5364
C: -7.0183 -0.0248 5.4653
C: -6.1532 -0.5873 4.5259
C: -5.7723 -1.9250 4.6437
C: -5.6203 0.2298 3.4126
O: -4.8670 -0.2609 2.5887
C: -6.0091 1.6553 3.3192
C: -5.4697 2.4526 2.3086
C: -5.8393 3.7899 2.2051
C: -6.7552 4.3331 3.1037
C: -7.2902 3.5432 4.1149
C: -6.9103 2.2046 4.2302
C: -7.4588 1.3816 5.3322
O: -8.2565 1.8574 6.1210
H: -5.9363 -3.7272 5.8014
H: -7.4334 -2.7131 7.4981
H: -8.1389 -0.3567 7.2780
H: -5.1104 -2.3721 3.9088
H: -4.7575 2.0355 1.6026
H: -5.4147 4.4104 1.4210
H: -7.0488 5.3745 3.0180
H: -7.9997 3.9729 4.8151
C: 0.4216 -6.3726 -5.3808
C: 0.2684 -5.1980 -4.6475
C: 1.2934 -4.7559 -3.8184
C: 2.4722 -5.4949 -3.7107
C: 2.6156 -6.6837 -4.4263
C: 1.5919 -7.1155 -5.2711
C: 3.8408 -7.5030 -4.2834
O: 3.9681 -8.5394 -4.9109
C: 4.9040 -7.0475 -3.3600
C: 6.0390 -7.8374 -3.1710
C: 7.0494 -7.4109 -2.3152
C: 6.9346 -6.1908 -1.6526
C: 5.8029 -5.4035 -1.8339
C: 4.7806 -5.8352 -2.6809
C: 3.5648 -5.0071 -2.8394
O: 3.4614 -3.9395 -2.2557
H: -0.3752 -6.7123 -6.0347
H: -0.6505 -4.6255 -4.7241
H: 1.1702 -3.8372 -3.2534
H: 1.7031 -8.0327 -5.8407
H: 6.1367 -8.7877 -3.6864
H: 7.9288 -8.0293 -2.1657
H: 7.7265 -5.8553 -0.9906
H: 5.7171 -4.4561 -1.3112